C28H47N3O9SbSeSi3W | the ωB97M-V functional and the def2-TZVPD basis

The net charge is +1. Its molar mass is 1038.51 Da. The energy above the lowest of the compared OMol25 structures with the same formula, charge and spin is 1.213 eV. The gap between HOMO and LUMO is 6.23 eV. For the HOMO energy, the calculation gives -10.972 eV.

The geometry in XYZ format:
```
93
Properties=species:S:1:pos:R:3:mulliken_charge:R:1
W 1.21 0.01 0.38 1.791
O 2.36 -0.47 3.82 -0.265
C 3.20 0.32 4.63 -0.533
C 2.58 1.70 4.65 -1.018
N 2.36 2.19 3.30 0.596
C 1.08 2.75 3.01 -0.755
C -0.04 1.75 2.72 0.638
O -1.09 1.74 3.27 -0.431
O 0.19 0.83 1.68 0.603
C 3.50 2.51 2.50 -1.004
C 3.75 1.59 1.31 0.705
O 4.79 1.28 0.85 -0.545
O 2.56 1.24 0.70 -0.344
H 2.76 -1.34 3.68 0.235
H 4.22 0.36 4.23 0.367
H 3.25 -0.07 5.65 0.464
H 3.20 2.39 5.23 0.434
H 1.61 1.63 5.14 0.385
H 1.15 3.38 2.12 -0.639
H 0.69 3.36 3.82 0.487
H 4.41 2.50 3.10 0.417
H 3.42 3.52 2.06 0.311
C -2.38 1.90 0.33 -0.335
Sb -1.56 0.67 -1.22 0.498
C 0.60 1.25 -1.15 1.320
C 1.26 0.76 -2.44 -1.212
C 2.65 0.76 -2.56 -0.561
C 3.23 0.33 -3.75 -0.754
C 2.41 -0.10 -4.77 -0.725
C 1.04 -0.08 -4.57 -0.700
N 0.48 0.34 -3.44 -0.065
Si 0.71 3.19 -1.37 0.932
C -0.38 3.54 -2.84 -1.224
C 0.20 4.36 0.00 -1.601
C 2.47 3.70 -1.76 -1.244
C -1.78 -1.38 -0.27 2.077
C -0.67 -2.19 -0.87 -0.780
C -0.87 -3.48 -1.35 -1.077
C 0.06 -4.10 -2.15 -1.204
C 1.21 -3.42 -2.50 -1.396
C 1.42 -2.20 -1.92 -0.215
N 0.54 -1.60 -1.10 0.925
Si -2.35 -1.89 1.53 0.479
C -4.11 -1.29 1.78 -1.276
C -2.23 -3.76 1.58 -1.300
C -1.54 -1.34 3.13 -0.903
Si -3.37 -1.76 -1.41 0.935
C -4.29 -3.37 -1.09 -1.444
C -4.61 -0.35 -1.25 -1.408
C -2.85 -1.87 -3.21 -1.269
H -3.08 2.59 -0.14 0.602
H -1.62 2.47 0.85 -0.552
H -2.91 1.29 1.06 0.128
H 3.28 1.09 -1.74 0.327
H 4.31 0.33 -3.85 0.499
H 2.82 -0.45 -5.71 0.517
H 0.36 -0.42 -5.34 0.513
H -1.42 3.25 -2.68 0.222
H -0.04 3.02 -3.74 0.318
H -0.37 4.61 -3.05 0.491
H -0.66 4.12 0.61 0.439
H -0.04 5.29 -0.53 0.654
H 1.05 4.60 0.65 0.391
H 2.78 3.41 -2.76 0.399
H 3.20 3.32 -1.04 0.211
H 2.49 4.79 -1.70 0.515
H -1.80 -3.98 -1.11 0.626
H -0.13 -5.10 -2.53 0.544
H 1.96 -3.84 -3.16 0.517
H 2.35 -1.68 -2.07 0.570
H -4.85 -1.55 1.02 0.348
H -4.12 -0.21 1.92 0.352
H -4.44 -1.73 2.72 0.480
H -2.81 -4.30 0.84 0.365
H -2.58 -4.07 2.56 0.503
H -1.18 -4.08 1.50 0.259
H -2.10 -0.50 3.55 0.331
H -0.49 -1.10 3.14 -0.218
H -1.67 -2.19 3.81 0.550
H -4.57 -3.56 -0.06 0.400
H -3.75 -4.24 -1.47 0.451
H -5.21 -3.29 -1.67 0.483
H -4.50 0.28 -0.37 0.468
H -5.61 -0.79 -1.20 0.486
H -4.58 0.29 -2.14 0.397
H -2.42 -2.84 -3.46 0.355
H -2.15 -1.09 -3.53 0.234
H -3.76 -1.75 -3.81 0.488
O 2.13 -3.80 0.27 -0.557
Se 2.44 -2.51 1.12 1.180
O 2.84 -1.14 0.13 -0.856
O 0.99 -1.67 1.52 -1.019
O 3.44 -2.63 2.35 -0.785
```